14
Properties=species:S:1:pos:R:3 method="wB97M-V/def2-TZVPD" homo_energy_ev=-10.24 total_charge=0 fmax_ha_per_bohr=0.011 smiles="[H]/N=C1/CO[C@H](C)O1" energy_ev=-9846.1467 homo_lumo_gap_ev=11.2 e_above_lowest_kj_mol=109.3
H -1.55 -2.38 -1.34
N -1.08 -1.65 -1.87
C -0.65 -0.74 -1.11
C 0.09 0.51 -1.55
O 0.55 1.08 -0.35
C -0.14 0.51 0.74
C 0.83 0.22 1.85
O -0.76 -0.69 0.25
H 0.94 0.27 -2.18
H -0.58 1.19 -2.09
H -0.94 1.18 1.08
H 0.31 -0.16 2.74
H 1.34 1.15 2.12
H 1.57 -0.51 1.52